# 1
Entry from the Open Molecules 2025 dataset: a 2-piece molecular cluster, CH3BrS overall (ωB97M-V/def2-TZVPD).

XYZ file:
```
6
Properties=species:S:1:pos:R:3:nbo_charge:R:1
Br -0.924 -1.901 0.981 0.1587
S 0.821 1.583 0.847 -0.2625
C -0.176 -0.867 -0.317 -0.4119
H 0.782 -1.136 -0.713 0.2082
H 0.317 2.518 0.055 0.1005
H -0.821 -0.197 -0.854 0.2069
```

Values from the calculation:
Energy   -3011.98741 hartree
ΔE to the lowest compared entry with this formula, charge and spin   60.6 kcal per mole
LUMO level (alpha / beta)   -0.77 / -1.85 eV
2S+1   1
HOMO energy (alpha / beta)   -0.345 / -0.325 Ha
Orbital gap (alpha / beta)   0.3167 / 0.2572 hartree
Strongest force on any atom   0.0295 hartree/bohr
Total charge   0

---

# 2
Entry from the Open Molecules 2025 dataset: one molecule with the formula CH3Cl2FSi (ωB97M-V/def2-TZVPD).

XYZ file:
```
8
Properties=species:S:1:pos:R:3:nbo_charge:R:1
Cl 2.307 -1.904 -0.090 -0.3094
Cl 2.596 1.557 -0.076 -0.5395
Si 1.127 -0.418 0.520 1.3053
F -1.641 -0.460 0.301 -0.3394
C -0.509 0.128 -0.210 -0.4178
H -0.486 0.153 -1.294 0.2144
H 1.276 -0.144 1.989 -0.1437
H -0.401 1.238 -0.072 0.2301
```

Values from the calculation:
Energy   -1349.68128 hartree
ΔE to the lowest compared entry with this formula, charge and spin   97.2 kcal per mole
LUMO level   -0.29 eV
2S+1   1
HOMO energy   -0.387 Ha
Orbital gap   0.3760 hartree
Strongest force on any atom   0.0775 hartree/bohr
SMILES   FC[SiH](Cl)Cl
Total charge   0